(1)
Entry from the Open Molecules 2025 dataset: a molecular structure, FeH14O7 (ωB97M-V with the def2-TZVPD basis set).

Its orbital gap (alpha / beta) is 0.4937 / 0.3175 hartree. The value obtained for the highest occupied orbital energy (alpha / beta) is -0.903 / -0.900 Ha. As for the spin multiplicity: 6. The net charge is +3.

XYZ file:
```
22
Properties=species:S:1:pos:R:3:forces:R:3
Fe 21.648 2.978 6.614 0.375 -0.284 0.074
O 23.150 2.108 7.733 2.842 -1.318 0.358
H 23.592 2.237 8.604 -0.834 0.689 0.045
H 23.872 1.494 7.371 -1.554 0.810 -0.177
O 20.695 1.397 7.714 -0.218 -1.792 0.519
H 21.146 1.149 8.551 -0.177 0.867 0.022
H 20.491 0.446 7.461 -0.217 1.388 -0.510
O 21.722 1.352 5.314 2.713 0.413 -1.185
H 22.499 1.196 4.674 -1.169 0.515 1.366
H 21.041 0.839 4.913 -1.631 -0.887 -0.372
O 22.574 4.778 7.160 -0.329 1.031 0.250
H 22.215 5.641 6.903 -0.699 0.044 -0.176
H 23.460 5.105 7.376 0.752 -0.915 0.263
O 23.637 3.261 5.242 -0.025 -0.652 0.619
H 24.580 3.019 5.188 -0.203 0.168 -0.078
H 23.355 3.556 4.381 0.392 0.354 -0.709
O 20.048 4.136 7.506 0.409 -1.339 -1.057
H 20.367 4.851 8.035 -0.019 0.979 1.020
H 19.099 3.982 7.680 0.192 -0.069 0.013
O 21.061 4.001 4.951 -0.365 1.317 -0.054
H 21.111 3.794 4.022 -0.036 -1.075 -0.976
H 20.860 4.959 4.862 -0.201 -0.245 0.747
```
Positions in Å, forces in eV/Å.



(2)
Entry from the Open Molecules 2025 dataset: a molecular structure, H10HfO13S2 (ωB97M-V with the def2-TZVPD basis set).

Its orbital gap is 0.3287 hartree. The value obtained for the highest occupied orbital energy is -0.348 Ha.

XYZ file:
```
26
Properties=species:S:1:pos:R:3:forces:R:3
Hf -0.024 0.005 -0.028 0.299 0.203 0.205
S -0.145 -1.254 -2.735 0.051 0.360 -1.866
O -0.973 -1.400 -1.488 -1.439 -0.872 2.701
O 0.722 -2.365 -3.009 -0.217 -0.467 0.324
O -0.962 -0.807 -3.843 0.455 -0.100 0.791
O 0.705 -0.147 -2.145 1.496 2.197 1.018
S 0.106 1.369 2.646 -0.766 1.669 2.260
O 0.638 0.082 2.135 1.116 -3.332 -1.733
O 1.185 2.157 3.184 0.023 0.196 -0.495
O -0.412 1.867 1.325 -0.717 0.379 -2.483
O -1.002 1.173 3.562 0.191 -0.259 -0.459
O -0.346 -2.038 1.143 -0.096 -0.546 -0.131
H -0.313 -2.945 0.806 -0.071 0.317 -0.298
H -0.529 -2.100 2.093 0.216 0.483 -0.140
O -1.277 1.417 -1.386 -0.235 0.497 0.257
H -2.058 1.897 -1.075 0.258 -0.073 0.183
H -0.902 1.955 -2.100 0.150 -0.449 0.001
O -2.237 -0.112 0.770 -0.514 -0.085 -0.659
H -2.865 -0.540 0.162 0.332 -0.103 0.131
H -2.756 0.501 1.317 0.648 0.055 0.162
O 2.077 -1.130 -0.012 0.258 -0.318 0.349
H 2.568 -1.590 -0.710 -0.509 0.179 -0.202
H 2.682 -1.038 0.740 -0.395 0.020 0.043
O 1.718 1.480 -0.380 0.316 0.549 -0.200
H 2.171 1.562 -1.233 -0.290 -0.391 0.056
H 2.227 2.002 0.262 -0.558 -0.107 0.184
```
Positions in Å, forces in eV/Å.



(3)
Entry from the Open Molecules 2025 dataset: 6 unconnected molecules or ions with the total composition H10IO5 (ωB97M-V with the def2-TZVPD basis set).

Its orbital gap is 0.3134 hartree. The value obtained for the highest occupied orbital energy is -0.192 Ha. The net charge is -1.

XYZ file:
```
16
Properties=species:S:1:pos:R:3:forces:R:3
I 30.447 19.472 22.477 0.129 -0.141 -0.173
O 28.113 22.323 22.004 -2.610 5.479 1.586
H 28.720 21.649 22.033 2.687 -2.337 0.701
H 28.300 23.070 22.721 -0.097 -3.105 -2.302
O 32.033 22.178 20.547 0.038 -1.721 -1.427
H 32.268 22.049 19.553 -0.893 -0.235 2.930
H 31.675 21.303 20.974 0.827 1.951 -1.493
O 26.839 19.038 22.469 3.660 -0.249 -0.651
H 26.456 18.848 21.614 -0.225 -0.006 -0.316
H 27.897 19.018 22.236 -3.451 0.222 1.050
O 29.871 21.822 25.081 0.621 -1.108 -3.697
H 30.045 21.107 24.317 -0.417 2.407 1.595
H 29.794 21.192 25.754 -0.297 -1.162 2.151
O 33.138 21.439 24.120 0.651 0.568 0.665
H 32.623 20.849 23.583 -0.712 -0.543 -0.526
H 34.049 21.234 23.903 0.090 -0.019 -0.092
```
Positions in Å, forces in eV/Å.



(4)
Entry from the Open Molecules 2025 dataset: a molecular structure, H10LiO5 (ωB97M-V with the def2-TZVPD basis set).

Its orbital gap is 0.4463 hartree. The value obtained for the highest occupied orbital energy is -0.573 Ha. The net charge is +1.

XYZ file:
```
16
Properties=species:S:1:pos:R:3:forces:R:3
Li 0.181 -0.169 0.079 -0.281 -0.519 -0.062
O -0.370 -2.033 1.140 4.766 0.066 -3.712
H -0.942 -2.588 0.686 -1.503 -1.764 -1.665
H -0.837 -1.778 1.831 -3.188 1.912 5.336
O 0.512 1.732 -0.828 1.377 2.824 1.923
H 0.202 2.241 -1.573 -0.455 -0.300 -0.969
H 0.919 2.540 -0.320 -0.780 -2.444 -0.930
O 2.259 -0.693 0.000 -1.195 2.309 0.879
H 3.046 -1.007 -0.362 1.837 -2.246 -1.254
H 2.629 0.205 0.095 -0.840 0.160 0.393
O -0.966 0.974 1.356 2.237 -4.719 -2.431
H -0.999 1.771 0.964 -0.376 4.394 -1.915
H -1.303 1.001 2.179 -1.819 0.288 4.355
O -1.305 -0.755 -1.383 0.426 -0.584 -2.363
H -0.937 -1.255 -2.226 -1.548 1.772 2.407
H -2.087 -0.187 -1.634 1.342 -1.149 0.009
```
Positions in Å, forces in eV/Å.



(5)
Entry from the Open Molecules 2025 dataset: a molecular structure, H10MgO9S (ωB97M-V with the def2-TZVPD basis set).

Its orbital gap is 0.3167 hartree. The value obtained for the highest occupied orbital energy is -0.330 Ha.

XYZ file:
```
21
Properties=species:S:1:pos:R:3:forces:R:3
Mg -8.083 -2.363 -1.010 0.011 -0.146 -0.230
S -9.976 -3.842 0.079 -1.989 1.425 1.820
O -9.719 -5.235 -0.082 -0.206 -1.654 -0.253
O -9.908 -3.215 -1.351 -0.007 0.155 -0.115
O -11.180 -3.431 0.833 1.733 -0.707 -1.810
O -8.755 -3.228 0.716 0.736 1.097 0.075
O -6.820 -3.988 -0.890 0.494 0.046 1.300
H -7.275 -4.361 -0.108 0.110 0.317 0.262
H -7.008 -4.664 -1.526 -0.217 -0.786 -1.368
O -9.079 -0.611 -1.479 0.121 -0.007 -0.255
H -9.830 -1.178 -1.698 -0.614 -0.365 -0.115
H -9.474 0.158 -1.077 0.045 0.400 0.371
O -7.587 -2.451 -3.149 0.010 1.913 -0.794
H -7.679 -3.357 -3.471 -0.246 -0.615 -0.117
H -7.820 -1.847 -3.899 0.314 -0.791 1.211
O -6.351 -1.391 -0.571 0.099 0.617 0.413
H -5.603 -1.984 -0.653 0.236 -0.452 -0.288
H -6.286 -1.078 0.336 -0.102 0.246 0.173
O -8.307 -4.813 -2.849 -1.091 1.964 1.255
H -8.650 -5.640 -3.092 -0.699 -1.844 -0.557
H -9.080 -4.357 -2.286 1.262 -0.815 -0.978
```
Positions in Å, forces in eV/Å.



(6)
Entry from the Open Molecules 2025 dataset: 2 unconnected molecules or ions with the total composition H10N4Si2 (ωB97M-V with the def2-TZVPD basis set).

Its orbital gap is 0.3285 hartree. The value obtained for the highest occupied orbital energy is -0.298 Ha.

XYZ file:
```
16
Properties=species:S:1:pos:R:3:forces:R:3
N -0.086 1.723 1.398 -1.696 0.327 1.027
N 1.877 2.297 -0.286 -1.740 -1.316 1.842
N 0.924 -1.370 -0.333 -1.700 0.985 2.180
N -1.974 -1.613 0.204 1.073 2.670 -2.371
Si 0.178 2.597 0.003 0.207 1.570 -0.861
Si -0.757 -1.378 -1.032 0.416 0.578 1.982
H -0.855 1.867 2.060 0.527 -0.296 -0.700
H 0.497 0.973 1.612 1.087 -1.323 0.939
H 2.199 1.329 -0.232 0.366 0.529 -0.342
H 2.064 2.802 -1.093 1.198 0.445 -1.963
H 1.029 -1.315 0.755 -0.417 -0.183 -2.906
H 1.391 -2.182 -0.660 0.739 -0.676 -0.149
H -2.477 -0.804 0.563 0.184 -0.642 -0.219
H -2.087 -2.435 0.656 -0.626 -2.740 1.965
H -1.380 -0.126 -1.512 0.748 0.214 -0.374
H -0.543 -2.365 -2.103 -0.368 -0.141 -0.051
```
Positions in Å, forces in eV/Å.



(7)
Entry from the Open Molecules 2025 dataset: 6 unconnected molecules or ions with the total composition H10O4S (ωB97M-V with the def2-TZVPD basis set).

Its orbital gap is 0.2759 hartree. The value obtained for the highest occupied orbital energy is -0.387 Ha.

XYZ file:
```
15
Properties=species:S:1:pos:R:3:forces:R:3
S -0.573 0.550 1.940 -1.515 0.444 -2.862
H -1.611 0.477 -0.079 1.471 0.013 2.863
H -1.850 0.760 2.265 -0.123 0.108 0.401
H 2.917 -1.214 0.564 -0.024 0.011 0.156
H 1.471 -1.003 1.106 0.102 -0.243 0.039
O 1.998 -1.108 0.308 -0.082 0.150 -0.254
H -0.294 1.866 -0.103 0.607 0.718 0.259
H 0.732 2.773 -0.949 0.044 -0.091 0.425
O -0.033 2.197 -0.974 -0.629 -0.133 -0.435
H -1.477 -1.188 0.862 0.177 -0.981 -0.206
H -0.986 -1.491 -0.531 0.226 -0.396 -0.115
O -1.259 -1.945 0.286 -0.418 0.563 -0.011
H 0.903 -0.699 -1.335 0.002 -0.081 -0.073
H -0.082 0.444 -1.487 0.451 0.082 -0.660
O 0.144 -0.420 -1.872 -0.289 -0.165 0.473
```
Positions in Å, forces in eV/Å.



(8)
Entry from the Open Molecules 2025 dataset: a molecular structure, H10O5 (ωB97M-V with the def2-TZVPD basis set).

Its orbital gap is 0.3900 hartree. The value obtained for the highest occupied orbital energy is -0.365 Ha.

XYZ file:
```
15
Properties=species:S:1:pos:R:3:forces:R:3
O -1.622 2.812 -1.147 0.526 -0.691 0.439
H -0.689 2.779 -0.197 -1.369 1.066 -1.080
H -2.206 3.563 -1.347 0.548 -0.744 0.251
O 0.176 2.698 0.486 0.741 -0.398 -0.036
H 0.755 1.970 -0.059 0.561 -0.157 -0.362
H -0.127 2.229 1.260 -0.190 -0.120 0.607
O 1.206 0.965 -0.985 -1.110 0.950 0.518
H -0.029 0.604 -1.171 1.795 -1.311 -0.590
O -1.090 0.304 -1.532 0.031 1.106 1.154
H -1.387 1.313 -1.455 -1.116 0.207 -0.755
H -1.067 -0.022 -2.435 0.089 0.364 -0.172
H 2.042 0.516 -0.835 -0.506 -0.272 0.025
O 1.058 -6.656 3.414 -0.089 -0.019 0.083
H 1.862 -7.131 3.220 0.378 -0.521 0.153
H 1.117 -5.943 2.784 -0.289 0.539 -0.236
```
Positions in Å, forces in eV/Å.



Per-record energy above the lowest of the compared OMol25 structures with the same formula, charge and spin, kcal/mol: 15.3; 3.5; 32.4; 33.5; 0.0; 22.7; 94.1; 54.1
Per-record maximum force, hartree/bohr: 0.06132; 0.07620; 0.12199; 0.12647; 0.05931; 0.07251; 0.06356; 0.04472